# C40H116N10O13

A 13-piece molecular cluster, C40H116N10O13 overall (wB97M-V/def2-TZVPD, the OMol25 dataset).

Properties
Relative energy (zero: lowest compared OMol25 entry of this formula, charge and spin) in eV: 0.876
HOMO-LUMO gap in eV: 9.052

Geometry as ORCA input:
```
! wB97M-V def2-TZVPD RIJCOSX def2/J DEFGRID3
* xyz 0 1
O 3.64879 -1.83727 2.09030
H 3.81457 -1.52176 1.17389
H 4.28914 -2.54303 2.22360
O 1.17711 0.86140 4.73391
H 1.16619 1.11476 3.80395
H 1.93863 0.25198 4.80907
O 1.85345 -1.55512 -2.67204
H 1.63579 -2.50037 -2.79832
H 1.68255 -1.13629 -3.52375
C -1.15609 0.42808 -2.23135
C -0.48473 -0.17601 -0.98829
C -0.69911 0.62367 0.26807
O -0.02736 0.22345 1.42289
C 1.38105 0.21793 1.28250
N -1.04845 -1.54349 -0.90422
H -2.19670 0.66571 -2.00087
H -1.02342 -0.30833 -3.02154
H -0.66721 1.35645 -2.52382
H 0.55654 -0.23837 -1.31539
H -1.79089 0.61006 0.38570
H -0.52548 1.69088 0.04321
H 1.67841 -0.33518 0.38613
H 1.92194 -0.18172 2.13218
H 1.75132 1.23441 1.06760
H -0.57027 -2.11220 -1.59799
H -0.81952 -1.96608 -0.00548
C 1.65645 2.44007 -2.13016
C 0.76404 3.63729 -2.39318
C 0.61076 4.65405 -1.23421
O -0.47123 5.51688 -1.46969
C -0.39631 6.62997 -0.59936
N 1.21749 4.37678 -3.61799
H 1.17944 1.80391 -1.38902
H 2.57364 2.79505 -1.64682
H 1.88206 1.91290 -3.05365
H -0.26365 3.41727 -2.68361
H 1.59179 5.12976 -1.09680
H 0.49626 4.06488 -0.31305
H 0.32637 7.36215 -0.97680
H -0.11240 6.29814 0.40431
H -1.35144 7.14938 -0.51430
H 2.23109 4.46163 -3.51748
H 0.88034 5.32957 -3.49135
C 5.12160 0.89423 4.68391
C 4.88527 -0.47695 5.32234
C 4.90147 -0.35581 6.82930
O 4.32134 -1.39108 7.57034
C 5.08980 -2.57535 7.66200
N 3.54280 -0.89874 4.94039
H 6.14849 1.20718 4.90869
H 4.45983 1.67403 5.06403
H 5.06256 0.89603 3.59417
H 5.64125 -1.14193 4.87743
H 4.32262 0.53868 7.09085
H 5.85378 -0.02493 7.27598
H 6.05534 -2.44595 8.16652
H 5.26136 -2.88418 6.62618
H 4.62080 -3.36883 8.23872
H 3.43551 -0.90395 3.92765
H 3.36201 -1.83708 5.28081
C 6.08438 -0.12587 -0.08279
C 4.79097 -0.04284 -0.92477
C 5.08951 0.31324 -2.37856
O 5.76076 -0.75546 -2.97314
C 5.68867 -0.77114 -4.38205
N 4.11636 -1.36374 -0.76383
H 6.47123 -1.14087 -0.13533
H 5.90705 0.12448 0.96153
H 6.79780 0.56867 -0.52873
H 4.05108 0.66715 -0.54343
H 5.66684 1.25195 -2.40857
H 4.15745 0.56078 -2.91137
H 6.27256 -1.59056 -4.80326
H 6.02363 0.17378 -4.81220
H 4.66112 -1.05938 -4.64782
H 3.34404 -1.41144 -1.43866
H 4.77400 -2.03793 -1.15499
C 3.14953 -4.63562 -3.67182
C 1.64062 -4.65159 -3.97515
C 1.22004 -6.00507 -4.54170
O 1.65398 -6.14715 -5.86972
C 1.36666 -7.42743 -6.36657
N 0.89126 -4.35894 -2.74968
H 3.45681 -5.25974 -2.83879
H 3.52804 -3.61405 -3.73234
H 3.63277 -5.04146 -4.57141
H 1.42513 -3.87631 -4.71497
H 0.13523 -6.16363 -4.45785
H 1.65242 -6.78027 -3.88538
H 1.60718 -7.52105 -7.42965
H 0.29482 -7.65341 -6.32824
H 2.01450 -8.16628 -5.87908
H -0.10252 -4.55212 -2.89507
H 1.03115 -5.11748 -2.07665
C -0.36226 4.82720 4.31404
C 0.08898 4.17442 3.03343
C 1.61046 4.28356 2.91186
O 2.12462 4.14474 1.58929
C 3.52767 4.20637 1.52626
N -0.43091 2.81050 2.98458
H -1.45198 4.80304 4.35993
H -0.14130 5.89843 4.29538
H 0.06094 4.36175 5.20389
H -0.32241 4.68704 2.15466
H 2.04430 3.49054 3.53694
H 1.94137 5.24787 3.31542
H 3.89450 5.17751 1.17258
H 3.85593 3.48236 0.77781
H 4.00397 4.02903 2.49298
H -0.15626 2.28434 3.80073
H -0.23241 2.37791 2.09801
C -5.41974 -1.91642 1.31703
C -5.61737 -0.41782 1.26898
C -6.65644 -0.03632 0.22428
O -6.30088 -0.40966 -1.09421
C -5.20731 0.25432 -1.66171
N -5.99562 0.03084 2.62749
H -6.31337 -2.47261 1.61572
H -4.62275 -2.22691 1.98838
H -5.17394 -2.22747 0.29410
H -4.62686 -0.02436 0.99805
H -6.89537 1.03471 0.21090
H -7.55977 -0.61492 0.42559
H -5.40405 1.34250 -1.64137
H -5.09022 -0.07524 -2.68975
H -4.25782 0.17959 -1.11621
H -5.45743 0.85095 2.88479
H -5.69343 -0.67349 3.28196
C -2.95565 -4.58302 -6.19933
C -2.97563 -3.17064 -5.59939
C -3.11902 -3.18806 -4.08131
O -2.19747 -4.14328 -3.57717
C -2.46740 -4.42593 -2.19767
N -1.73284 -2.52010 -6.05469
H -2.07194 -5.16516 -5.92914
H -2.90621 -4.50368 -7.28388
H -3.80302 -5.17310 -5.84443
H -3.80642 -2.61808 -6.04581
H -4.14444 -3.33431 -3.72100
H -2.83888 -2.21465 -3.64619
H -2.23816 -3.54362 -1.60270
H -1.96804 -5.33550 -1.86294
H -3.51636 -4.69949 -2.04108
H -1.00834 -2.95002 -5.47367
H -1.71010 -1.54955 -5.74242
C -0.20177 -2.48254 4.48325
C -1.68548 -2.44609 4.12657
C -2.21835 -1.07938 4.59019
O -3.64851 -0.96603 4.62541
C -4.39537 -1.93529 5.35555
N -1.77742 -2.53035 2.64903
H 0.24762 -1.56736 4.07792
H 0.34286 -3.27459 3.96873
H -0.02068 -2.46524 5.55671
H -2.23017 -3.25769 4.60885
H -1.99638 -0.30708 3.85218
H -1.81993 -0.80122 5.57394
H -4.23801 -2.95624 5.00108
H -5.42898 -1.68310 5.12905
H -4.15932 -1.85014 6.41728
H -2.71773 -2.25637 2.37349
H -1.22779 -1.71585 2.36274
C -5.18028 6.41482 0.09196
C -5.12269 5.16711 -0.73946
C -3.89253 5.06826 -1.63092
O -3.99470 3.99602 -2.53170
C -2.73629 3.62928 -3.04931
N -5.40534 3.97452 0.06927
H -5.01668 7.33768 -0.46736
H -4.38385 6.37110 0.84454
H -6.12744 6.50098 0.61981
H -5.91865 5.15956 -1.49729
H -2.98837 4.94850 -1.01285
H -3.73011 6.02183 -2.15427
H -2.03897 3.23779 -2.31137
H -2.27693 4.54304 -3.44768
H -2.84321 2.94473 -3.88748
H -5.47215 3.20233 -0.59059
H -4.64118 3.69308 0.67967
*
```

Atomic partial charges in e from the Löwdin method, atoms 1 to 6: atom 1 (O): -0.091, atom 2 (H): -0.003, atom 3 (H): 0.045, atom 4 (O): -0.081, atom 5 (H): -0.018, atom 6 (H): -0.006